Entry 1:
{"formula": "C5H18NO4", "method": "ωB97M-V/def2-TZVPD", "homo_lumo_gap_ev": 8.1, "e_homo_ha": -0.1729, "charge": -1, "spin_multiplicity": 1, "lumo_energy_ev": 3.40, "relative_energy_kcal_mol": 0.75, "symbols": ["C", "C", "C", "C", "C", "O", "N", "H", "H", "H", "H", "H", "H", "H", "H", "H", "H", "H", "H", "H", "H", "O", "H", "H", "O", "H", "H", "O"], "coordinates": [[-1.648488, 2.719469, -1.687932], [-0.644673, 2.168991, -0.632620], [-1.089687, 0.824427, -0.030741], [-1.535423, -0.246112, -1.017643], [-1.522795, -1.676915, -0.347801], [-0.421442, -1.952580, 0.431653], [0.744012, 2.148469, -1.048215], [-2.225074, 1.923854, -2.146353], [-2.412326, 3.306197, -1.153402], [-1.179399, 3.374329, -2.428917], [-0.684554, 2.905011, 0.164010], [-0.281462, 0.435703, 0.591399], [-1.859551, 1.116112, 0.701132], [-1.129384, -0.135411, -2.029817], [-2.599936, -0.077270, -1.249521], [-2.419247, -1.627117, 0.266374], [-1.579168, -2.383186, -1.196902], [0.973115, 1.404401, -1.690947], [1.087573, 3.017723, -1.422518], [0.578825, -2.252082, -0.085189], [1.750033, -1.321091, -0.804435], [1.820723, -2.205712, -0.400192], [-0.201343, -1.157833, 2.526380], [1.236243, -1.346638, 3.031254], [0.459514, -0.788658, 3.142305], [2.102473, -0.466082, 1.370115], [3.018425, -1.279900, 0.658229], [3.066823, -0.557560, 1.332241]], "forces_ev_per_angstrom": [[-0.411, 0.028, 0.763], [-0.195, 0.476, -0.403], [0.365, 0.803, 0.143], [-1.244, -0.019, 0.373], [1.218, 0.923, -1.100], [-0.455, -0.158, 0.428], [0.364, -0.503, 0.004], [0.208, -0.140, -0.528], [0.179, 0.058, -0.149], [-0.024, -0.221, 0.061], [0.143, 0.069, 0.393], [0.144, 0.011, -0.172], [-0.250, -0.547, -0.298], [0.891, -0.333, 0.322], [-0.047, 0.000, 0.114], [-0.382, -0.639, 0.131], [-0.581, -0.146, 0.323], [-0.087, -0.114, -0.061], [-0.161, 0.169, -0.093], [0.463, 0.551, 0.351], [0.200, -0.535, 0.008], [-0.399, 0.299, -0.651], [0.506, -0.025, -0.163], [-0.009, -0.023, -0.154], [-0.438, -0.036, 0.079], [0.102, 0.526, 0.393], [0.255, -0.049, 0.225], [-0.353, -0.424, -0.339]], "nbo_charge": [-0.635, -0.031, -0.426, -0.437, -0.028, -0.865, -0.838, 0.205, 0.193, 0.197, 0.169, 0.249, 0.192, 0.185, 0.175, 0.131, 0.137, 0.355, 0.346, 0.501, 0.420, -1.158, 0.499, 0.477, -0.982, 0.471, 0.502, -1.005]}

Entry 2:
{"formula": "C22H41N5O3RuS2Si", "method": "ωB97M-V/def2-TZVPD", "s2": 0.757, "homo_lumo_gap_ev": [8.3, 7.1], "e_homo_ha": [-0.4101, -0.4172], "charge": 1, "spin_multiplicity": 2, "lumo_energy_ev": [-2.86, -4.26], "relative_energy_kcal_mol": 0.28, "symbols": ["Ru", "C", "Si", "C", "C", "C", "C", "C", "C", "N", "C", "S", "H", "H", "H", "H", "H", "H", "H", "H", "H", "H", "H", "H", "C", "C", "C", "C", "N", "N", "H", "H", "H", "H", "H", "H", "H", "H", "H", "H", "H", "H", "C", "C", "C", "C", "C", "C", "O", "N", "C", "O", "N", "C", "O", "H", "H", "H", "H", "H", "H", "H", "H", "H", "H", "H", "C", "S", "C", "H", "H", "H", "H", "H", "H"], "coordinates": [[-0.900471, 0.538604, -1.016185], [0.415765, 5.908168, -0.279892], [1.579018, 5.146919, 0.946681], [3.343572, 5.453398, 0.454076], [1.213079, 5.723949, 2.671915], [1.442412, 3.240688, 1.018945], [2.264308, 2.583999, 1.931561], [2.269146, 1.196551, 2.062216], [1.435472, 0.450189, 1.263046], [0.625906, 1.052789, 0.374342], [0.628486, 2.391560, 0.266396], [-0.563868, 2.804237, -0.933543], [0.563521, 6.992357, -0.284340], [-0.630041, 5.716413, -0.029902], [0.591494, 5.544646, -1.294624], [3.553737, 6.523973, 0.384550], [3.553413, 5.007757, -0.521413], [4.044768, 5.027898, 1.176577], [1.257297, 6.814220, 2.739141], [1.927307, 5.321532, 3.394990], [0.211867, 5.410514, 2.978602], [2.929801, 3.166039, 2.561795], [2.913070, 0.699577, 2.774894], [1.398047, -0.627488, 1.311024], [1.888446, -1.991519, -3.943967], [2.079119, -2.037949, -2.430427], [3.378610, -1.328377, -2.035291], [2.101017, -3.479580, -1.941149], [0.899679, -1.417225, -1.774866], [0.774379, -0.011902, -1.995229], [2.669069, -2.572514, -4.436256], [1.955724, -0.973177, -4.340909], [0.919534, -2.412652, -4.218675], [4.238555, -1.867741, -2.433853], [3.482511, -1.285353, -0.947482], [3.433648, -0.311876, -2.435640], [2.949453, -4.005047, -2.379643], [1.184556, -3.997146, -2.232404], [2.187565, -3.524909, -0.854112], [0.894851, -1.611331, -0.774710], [0.694630, 0.098195, -3.002067], [1.581427, 0.516666, -1.662683], [-2.608938, -4.270484, 0.213053], [-1.917829, -4.242061, 1.574088], [-1.682600, -2.817112, 2.131918], [-0.926419, -2.898425, 3.468580], [-0.717819, -1.535394, 4.123356], [-3.046983, -2.199551, 2.385432], [-3.811689, -2.614709, 3.214173], [-3.402462, -1.118345, 1.581865], [-2.562434, -0.545779, 0.681305], [-2.904696, 0.450648, 0.008760], [-1.326561, -1.007859, 0.439261], [-0.813332, -2.078218, 1.119805], [0.320416, -2.482571, 0.909015], [-2.743015, -5.298678, -0.120668], [-2.013591, -3.753397, -0.546155], [-3.598560, -3.807264, 0.252864], [-0.941004, -4.721125, 1.504333], [-2.514696, -4.780031, 2.310474], [0.035217, -3.370021, 3.267962], [-1.494453, -3.550080, 4.132193], [-0.149757, -0.862026, 3.473167], [-0.163739, -1.637509, 5.055303], [-1.670392, -1.056309, 4.359917], [-4.313498, -0.703563, 1.723736], [-3.440767, -1.130200, -2.532974], [-2.003615, -0.184142, -3.085047], [-2.845487, 1.351088, -3.545650], [-4.109385, -1.290189, -3.377367], [-3.943732, -0.591082, -1.739585], [-3.071454, -2.089580, -2.173020], [-3.389420, 1.739712, -2.688563], [-3.524430, 1.157740, -4.374590], [-2.082757, 2.061465, -3.858429]], "forces_ev_per_angstrom": [[1.023, -1.185, 0.782], [-0.168, 0.042, -0.123], [-0.032, -0.246, -0.062], [0.196, 0.106, -0.006], [-0.021, 0.098, 0.189], [-0.026, -0.095, -0.014], [0.049, -0.070, 0.033], [0.116, 0.095, 0.002], [-0.222, 0.030, -0.253], [-0.593, 0.450, 0.664], [0.352, 0.181, 0.099], [-0.629, 0.196, -0.758], [0.006, -0.049, 0.011], [0.038, 0.024, -0.013], [0.002, 0.037, 0.029], [-0.006, -0.042, 0.001], [0.009, 0.023, 0.021], [-0.009, 0.014, -0.041], [0.004, -0.046, -0.005], [-0.040, 0.023, -0.016], [0.034, 0.028, 0.000], [-0.026, -0.035, -0.002], [-0.012, 0.021, -0.022], [-0.061, -0.073, 0.020], [-0.060, -0.016, -0.003], [0.089, 0.187, 0.014], [-0.012, -0.019, 0.027], [-0.111, -0.047, -0.013], [-0.004, -0.292, -0.377], [0.543, -0.180, -0.046], [-0.008, 0.038, 0.008], [0.009, -0.042, -0.002], [0.035, -0.002, 0.003], [-0.018, 0.017, 0.009], [0.013, -0.013, -0.019], [0.013, -0.020, 0.011], [-0.016, 0.005, 0.019], [0.035, 0.026, 0.016], [0.012, 0.002, -0.005], [-0.002, 0.080, 0.089], [0.051, 0.200, -0.051], [0.165, 0.004, -0.175], [0.033, 0.044, 0.044], [-0.033, 0.022, -0.113], [-0.024, -0.039, -0.013], [0.031, 0.129, 0.098], [-0.015, -0.027, -0.079], [-0.007, -0.079, 0.012], [0.007, 0.013, -0.049], [0.022, 0.014, -0.008], [-0.085, -0.006, 0.012], [0.252, 0.580, 0.083], [-0.259, -0.441, -0.301], [-0.046, -0.077, -0.159], [0.013, 0.154, -0.059], [-0.009, 0.015, -0.003], [-0.006, -0.027, 0.016], [0.009, -0.017, -0.006], [-0.002, -0.013, 0.043], [0.021, -0.013, 0.026], [-0.019, -0.050, -0.005], [-0.011, -0.010, -0.011], [-0.009, -0.011, 0.026], [0.002, 0.005, -0.003], [0.018, 0.000, 0.014], [0.003, 0.050, 0.039], [0.107, -0.198, -0.301], [-0.679, 0.585, 0.772], [-0.003, -0.094, -0.204], [0.047, -0.030, -0.003], [-0.042, 0.050, 0.033], [-0.036, 0.010, 0.016], [0.000, -0.003, 0.030], [0.019, 0.007, -0.008], [-0.018, 0.006, 0.015]], "lowdin_spin": [0.743, 0.003, 0.001, 0.000, 0.000, 0.007, 0.000, 0.008, 0.001, 0.001, 0.011, 0.139, 0.000, 0.000, 0.002, 0.000, 0.000, 0.000, 0.000, 0.000, 0.000, 0.000, 0.000, 0.000, 0.000, 0.003, 0.001, 0.000, 0.017, 0.004, 0.000, 0.000, 0.000, 0.000, 0.000, 0.000, 0.000, 0.000, 0.000, 0.001, 0.001, 0.000, 0.000, 0.000, 0.002, 0.001, 0.000, 0.000, 0.000, 0.000, 0.000, 0.000, 0.032, 0.007, 0.002, 0.000, 0.000, 0.000, 0.000, 0.000, 0.000, 0.000, 0.000, 0.000, 0.000, 0.000, 0.001, 0.002, 0.008, 0.000, 0.000, 0.000, 0.000, 0.001, 0.000]}